# 1
Computed, not measured: a molecular structure, C4H10N2OS in a non-equilibrium geometry, with ωB97M-V with the def2-TZVPD basis set.

Structure (ORCA input):
```
! wB97M-V def2-TZVPD RIJCOSX def2/J DEFGRID3
* xyz 0 1
N -0.02235 -0.39360 -1.95475
C -0.10484 -0.75211 -0.51696
C 0.74753 -1.96969 0.13755
S 2.47659 -1.67245 -0.10067
C -0.93719 0.09564 0.16877
N -0.62512 0.24881 1.61861
C 0.80215 0.43160 2.08335
O -1.73077 1.03031 -0.24277
H 0.96380 -0.52802 -2.24056
H -0.72266 -0.95011 -2.42915
H -2.41933 3.38496 -2.50596
H 0.45452 -2.92528 -0.30880
H 0.60348 -1.90670 1.22445
H -1.96750 3.35739 -3.15926
H -1.13650 1.12516 1.80743
H 0.98301 -0.05470 3.04313
H 1.47096 -0.08432 1.34863
H 1.16421 1.56311 2.02697
*
```

Output
ΔE to the lowest compared entry with this formula, charge and spin	640.7	kJ/mol
Kohn-Sham gap	0.18915	Eh
HOMO energy	-8.48	eV

These are the Mulliken partial charges, in e, on atoms 1 to 6: -0.40 0.03 -0.67 -0.26 0.48 -0.33

# 2
Computed, not measured: C12H14ClN in the gas phase in a non-equilibrium geometry, with ωB97M-V with the def2-TZVPD basis set.

Structure (ORCA input):
```
! wB97M-V def2-TZVPD RIJCOSX def2/J DEFGRID3
* xyz 0 3
C -2.87258 0.63194 -1.33881
C -3.29435 1.15382 -0.07945
C -1.83403 -0.27766 -1.45936
C -2.64936 0.80565 1.06358
C -0.96906 -0.44600 -0.37859
C -1.46490 0.05088 0.86637
C 2.73083 0.50861 0.14713
C 2.10056 0.29590 -1.19713
C 1.71035 0.54106 1.28131
C 1.30309 -1.05854 -1.30367
C 0.65955 -0.71975 1.31896
C 0.30313 -1.17040 -0.11820
N -0.63155 -0.38560 1.87271
Cl -0.17919 -2.97715 -0.00019
H -3.46444 0.86910 -2.29095
H -4.03240 1.81367 0.09882
H -1.57409 -0.69493 -2.48424
H -3.02834 1.14341 1.97020
H 3.45617 -0.24830 0.48121
H 3.20415 1.59949 0.29126
H 1.28643 0.95560 -1.27999
H 2.93159 0.31719 -1.87624
H 1.97203 0.50530 2.33149
H 1.01107 1.49460 1.03460
H 0.81744 -1.12411 -2.19877
H 1.83283 -2.01680 -1.23401
H 1.22429 -1.60745 1.69586
H -0.54922 0.04047 2.78611
*
```

Output
ΔE to the lowest compared entry with this formula, charge and spin	0.0	kJ/mol
<S²>	2.023
Kohn-Sham gap (spin up / spin down)	0.18690 / 0.25233	Eh
HOMO energy (spin up / spin down)	-4.29 / -8.92	eV

These are the Mulliken partial charges, in e, on atoms 1 to 6: -0.33 -0.75 -0.74 -1.00 0.39 -0.09

# 3
Computed, not measured: C2H8OSSi in the gas phase in a non-equilibrium geometry, with ωB97M-V with the def2-TZVPD basis set.

Structure (ORCA input):
```
! wB97M-V def2-TZVPD RIJCOSX def2/J DEFGRID3
* xyz 0 1
C 0.54184 -0.01888 1.56455
C 0.40275 -0.69065 -1.56788
O -0.09115 2.18526 -0.45785
Si -0.41836 0.09637 -0.11316
S -2.51420 -0.04841 0.09569
H 1.43519 -0.54198 1.51076
H 0.79304 0.95231 1.80547
H -0.24886 -0.49298 2.05384
H 1.01109 -0.07195 -2.11996
H 1.15375 -1.49247 -1.19252
H -0.29205 -1.04215 -2.30340
H 0.38933 2.09448 -1.25007
H -2.54650 1.09053 1.00752
*
```

Output
ΔE to the lowest compared entry with this formula, charge and spin	184.5	kJ/mol
Kohn-Sham gap	0.37061	Eh
HOMO energy	-9.69	eV

These are the Mulliken partial charges, in e, on atoms 1 to 6: -1.04 -1.09 -0.70 0.79 -0.35 0.40

# 4
Computed, not measured: a molecular structure, C4H6N2O in a non-equilibrium geometry, with ωB97M-V with the def2-TZVPD basis set.

Structure (ORCA input):
```
! wB97M-V def2-TZVPD RIJCOSX def2/J DEFGRID3
* xyz 0 1
C -0.08550 1.26406 0.72793
C 1.77121 -0.30709 0.07321
C 0.98080 -1.20486 -1.03682
C -0.31929 -0.59697 -0.58219
H -1.83187 2.35098 1.48486
H 0.58778 2.04834 1.02581
H 1.82724 -0.90553 1.19577
H 2.54210 0.48166 -0.12651
H 0.93364 -2.61026 -1.21535
H 1.22922 -0.46786 -2.12265
N -1.38810 1.45523 0.89546
N 0.39359 0.25564 0.07340
O -1.55122 -0.97553 -0.26459
*
```

Output
ΔE to the lowest compared entry with this formula, charge and spin	642.8	kJ/mol
Kohn-Sham gap	0.34146	Eh
HOMO energy	-8.83	eV

These are the Mulliken partial charges, in e, on atoms 1 to 6: 0.04 -0.54 -0.52 0.43 0.24 0.34

# 5
Computed, not measured: 18 unconnected molecules or ions with the total composition C108H90N18O36 in a non-equilibrium geometry, with ωB97M-V with the def2-TZVPD basis set.

Structure (ORCA input):
```
! wB97M-V def2-TZVPD RIJCOSX def2/J DEFGRID3
* xyz 0 1
C -2.38778 -1.44319 -3.20911
C -3.71763 -1.58230 -3.40859
C -4.40050 -0.96367 -4.49182
C -3.69690 -0.21231 -5.44773
C -2.30594 0.03954 -5.22901
C -1.70603 -0.58342 -4.14554
N -4.39995 0.34942 -6.58787
O -5.65909 0.29947 -6.57357
O -3.67834 0.67981 -7.52439
H -1.79648 -2.04708 -2.53675
H -4.27523 -2.28180 -2.80348
H -5.44973 -1.14752 -4.66988
H -1.65321 0.65372 -5.83161
H -0.64667 -0.58962 -3.93549
C 0.51442 -6.72538 -2.93030
C 0.27987 -8.06909 -2.88983
C 1.37642 -8.97225 -3.11936
C 2.54519 -8.49334 -3.66994
C 2.74398 -7.16122 -3.72303
C 1.80645 -6.31752 -3.31375
N 3.59070 -9.38380 -4.19240
O 3.45800 -10.60248 -3.94741
O 4.56947 -8.98464 -4.80355
H -0.22172 -5.99650 -2.62497
H -0.74393 -8.36690 -2.71795
H 1.24532 -10.04171 -3.04543
H 3.64079 -6.67458 -4.07703
H 2.13446 -5.29010 -3.37053
C 0.05926 -2.07518 -9.00012
C -0.55443 -1.59658 -7.80141
C -0.79659 -2.56253 -6.80220
C -0.41953 -3.92592 -6.92463
C 0.28663 -4.30143 -8.06050
C 0.42350 -3.38782 -9.14779
N -0.69399 -4.87392 -5.91804
O -1.37807 -4.52260 -4.94829
O -0.28165 -6.00161 -6.13260
H 0.14518 -1.32532 -9.77261
H -0.86139 -0.57220 -7.65032
H -1.34456 -2.20387 -5.94342
H 0.53607 -5.34808 -8.15379
H 0.72152 -3.77030 -10.11282
C 4.09807 -1.62815 -1.83513
C 5.23941 -0.98662 -2.06977
C 5.81230 -0.94048 -3.36417
C 5.21760 -1.73034 -4.40370
C 4.18512 -2.57454 -4.01867
C 3.60743 -2.55779 -2.70494
N 5.81818 -1.88486 -5.76673
O 6.95993 -1.50057 -5.90464
O 5.03625 -2.25516 -6.62039
H 3.71450 -1.53328 -0.83001
H 5.59838 -0.27704 -1.33901
H 6.74128 -0.50461 -3.70091
H 3.83591 -3.34776 -4.68695
H 2.75739 -3.18162 -2.47108
C -2.36887 -2.65666 4.61738
C -1.74722 -3.76616 3.97384
C -0.39497 -3.87044 3.95456
C 0.47654 -2.85161 4.50242
C -0.17995 -1.74543 5.17192
C -1.56844 -1.64241 5.16501
N 1.90371 -3.05683 4.47266
O 2.40553 -3.85457 3.69476
O 2.54428 -2.41090 5.27440
H -3.44866 -2.63671 4.62524
H -2.39517 -4.55590 3.62331
H -0.03691 -4.72007 3.39214
H 0.43713 -0.94884 5.56059
H -2.03734 -0.68734 5.35031
C 7.15935 -6.23875 -3.90519
C 6.18209 -6.63733 -3.00551
C 5.98009 -5.96045 -1.86636
C 6.63560 -4.70384 -1.58573
C 7.54309 -4.22071 -2.50711
C 7.82467 -4.94077 -3.74147
N 6.22882 -3.94854 -0.40816
O 7.00099 -3.16801 0.14249
O 5.21886 -4.28810 0.18389
H 7.17839 -6.80056 -4.82736
H 5.66782 -7.58409 -3.08029
H 5.31711 -6.27024 -1.07207
H 8.01074 -3.25397 -2.39256
H 8.41496 -4.47446 -4.51641
C 1.13673 9.12479 6.27719
C 1.64455 9.36740 5.00624
C 1.34956 8.44222 4.00563
C 0.58446 7.28772 4.27249
C 0.13880 7.06742 5.61376
C 0.38949 8.02549 6.62577
N 0.50253 6.28117 3.25499
O 1.13884 6.31481 2.21637
O -0.28951 5.30162 3.48404
H 1.21767 9.90126 7.02347
H 2.43938 10.09451 4.92901
H 1.74074 8.66368 3.02363
H -0.35066 6.17304 5.96997
H 0.01024 7.90215 7.62943
C -4.60462 5.39606 2.72011
C -3.36017 5.47686 2.13965
C -3.21547 6.00152 0.85533
C -4.38463 6.43192 0.19125
C -5.57288 6.36542 0.79119
C -5.76804 5.89605 2.06883
N -4.10438 6.76696 -1.28765
O -2.90798 6.90555 -1.62040
O -5.06192 6.88861 -2.10675
H -4.57817 4.83400 3.64195
H -2.49761 5.05518 2.63419
H -2.17942 6.12780 0.57772
H -6.44919 6.69252 0.25129
H -6.79094 5.92253 2.41435
C 2.22798 -3.02414 10.86582
C 1.35372 -2.76814 9.73809
C 1.73059 -1.85932 8.76172
C 2.89901 -1.10836 8.96255
C 3.78284 -1.45978 9.99381
C 3.42539 -2.42705 10.91260
N 3.23119 -0.00109 8.03551
O 2.67789 0.12904 6.97046
O 4.23488 0.66181 8.23389
H 1.95832 -3.87859 11.46882
H 0.58831 -3.52993 9.72283
H 1.11399 -1.58246 7.91937
H 4.78926 -1.07970 10.08907
H 4.20344 -2.57041 11.64779
C -5.76297 0.07860 -1.34648
C -4.78042 0.67561 -0.50184
C -5.03230 0.91399 0.85498
C -6.17556 0.34807 1.47010
C -7.16107 -0.13677 0.60654
C -6.95808 -0.33049 -0.73862
N -6.34222 0.38603 2.92479
O -7.50346 0.38766 3.38082
O -5.40664 0.34668 3.68020
H -5.55606 -0.00834 -2.40290
H -3.89207 1.08903 -0.95605
H -4.30473 1.44652 1.44950
H -8.12133 -0.50584 0.93529
H -7.64420 -0.94761 -1.29970
C -0.60473 1.75754 1.89723
C -0.61088 1.78496 0.51429
C -0.38300 0.78368 -0.40118
C 0.05862 -0.43621 0.14725
C 0.03865 -0.61077 1.51070
C -0.18080 0.48087 2.37899
N 0.63601 -1.47282 -0.76815
O 1.11612 -2.44622 -0.24777
O 0.44978 -1.28907 -2.01596
H -0.87918 2.57295 2.55005
H -0.86957 2.76428 0.13957
H -0.46620 1.14850 -1.41429
H 0.55294 -1.49661 1.85303
H 0.04860 0.44812 3.43383
C -1.82127 -4.09566 0.49807
C -2.11131 -5.30794 -0.17232
C -3.43286 -5.54091 -0.63361
C -4.40667 -4.47524 -0.57334
C -4.06176 -3.27429 0.06755
C -2.77546 -3.09021 0.63158
N -5.71807 -4.61010 -1.18536
O -6.58801 -3.84000 -0.75110
O -5.96804 -5.52156 -1.87248
H -0.81824 -4.08904 0.89842
H -1.33635 -6.05878 -0.21774
H -3.66156 -6.53352 -0.99253
H -4.85274 -2.54617 0.17060
H -2.50093 -2.18784 1.15766
C -2.14594 4.47950 9.03215
C -1.45359 3.94833 7.96334
C -2.20478 3.56959 6.85219
C -3.56826 3.67271 6.84909
C -4.24633 4.19222 7.97908
C -3.51893 4.59967 9.11278
N -4.33522 2.96781 5.85974
O -5.34076 2.51260 6.26179
O -3.74062 2.66055 4.81214
H -1.49717 4.93654 9.76469
H -0.40346 3.71663 8.06288
H -1.72213 2.91086 6.14541
H -5.32174 4.28646 8.01094
H -4.07506 5.14161 9.86340
C -6.10563 4.05324 -5.47014
C -4.92358 4.51681 -6.03698
C -3.70706 4.30564 -5.27094
C -3.67734 3.89345 -3.91976
C -4.94380 3.59932 -3.36430
C -6.15059 3.61287 -4.14950
N -2.50650 3.57535 -3.01553
O -2.63244 3.60210 -1.80293
O -1.46550 3.24379 -3.57712
H -6.94406 3.70313 -6.05396
H -4.85720 4.98131 -7.00973
H -2.78302 4.57599 -5.76031
H -4.96052 3.23705 -2.34701
H -7.07049 3.20850 -3.75369
C 1.66467 0.25996 -4.39003
C 1.45747 1.42659 -3.74589
C 1.19841 2.57944 -4.51383
C 0.87854 2.48480 -5.92488
C 1.23342 1.24835 -6.52652
C 1.54435 0.13688 -5.76950
N 0.22515 3.60718 -6.63913
O -0.03777 3.40451 -7.83519
O -0.06763 4.64575 -6.07122
H 1.98416 -0.59591 -3.81398
H 1.40405 1.31508 -2.67298
H 0.96650 3.45997 -3.93306
H 1.12410 1.18738 -7.59924
H 1.52821 -0.85215 -6.20303
C 3.04644 2.33725 4.10471
C 2.65532 3.45894 3.43567
C 2.69489 3.35885 2.05061
C 2.99971 2.21209 1.37127
C 3.57613 1.13857 2.07798
C 3.61217 1.24330 3.47289
N 2.66888 2.14595 -0.10763
O 2.97894 1.12795 -0.77874
O 1.96889 3.06777 -0.52648
H 3.04308 2.41392 5.18198
H 2.33436 4.39849 3.86066
H 2.33966 4.23669 1.53139
H 4.04818 0.25215 1.68070
H 3.97665 0.35536 3.96799
C 2.35229 -5.97736 1.41959
C 3.43430 -6.33541 2.16862
C 4.13178 -7.42002 1.76354
C 3.68504 -8.11357 0.60247
C 2.63613 -7.64372 -0.12331
C 1.87289 -6.55610 0.25906
N 4.53017 -9.33621 0.25339
O 5.10600 -9.36780 -0.85395
O 4.75036 -10.13281 1.11390
H 1.76219 -5.13189 1.74109
H 3.53235 -5.78196 3.09084
H 4.88889 -7.91580 2.35295
H 2.20076 -8.29377 -0.86782
H 1.13366 -6.16545 -0.42457
C 2.20689 7.49690 -0.32849
C 2.83075 8.55363 0.27383
C 2.10622 9.71669 0.17226
C 0.70203 9.78488 -0.20440
C 0.10611 8.58476 -0.74667
C 0.91296 7.46875 -0.85082
N -0.06398 11.11949 -0.14100
O -1.08145 11.22164 -0.75080
O 0.25887 11.99898 0.66446
H 2.89351 6.66550 -0.38942
H 3.83157 8.54507 0.67964
H 2.69627 10.59070 0.40537
H -0.91628 8.45585 -1.06993
H 0.56648 6.61135 -1.40869
*
```

Output
ΔE to the lowest compared entry with this formula, charge and spin	717.4	kJ/mol
Kohn-Sham gap	0.29147	Eh
HOMO energy	-9.56	eV

These are the Mulliken partial charges, in e, on atoms 1 to 6: -1.17 0.18 -0.44 -0.91 0.44 0.06

# 6
Computed, not measured: 7 unconnected molecules or ions with the total composition C52H51BrF15NO4P in a non-equilibrium geometry, with ωB97M-V with the def2-TZVPD basis set.

Structure (ORCA input):
```
! wB97M-V def2-TZVPD RIJCOSX def2/J DEFGRID3
* xyz 1 1
C 0.63309 3.39574 5.38913
C 1.55092 2.14608 5.22762
O 2.11655 1.91641 6.52541
C 0.78840 0.85863 4.87752
C 0.12474 0.78515 3.46494
P -1.72049 1.19665 3.42620
O -2.17133 1.01334 4.99000
Br -1.98157 3.41278 3.01968
C 1.04209 1.46783 2.50222
N 1.35958 0.79642 1.47349
C 0.69777 -0.50976 1.35587
C -0.55686 -0.17034 0.46914
C -0.19518 0.23186 -0.98743
C 0.02887 1.74813 -1.16940
C 1.04956 2.09490 -2.23126
O 1.65749 3.10297 -2.17584
O 1.22297 1.22933 -3.25936
C 1.46564 -1.73361 0.84815
F 0.67447 -2.38553 0.00644
F 1.73435 -2.62040 1.80156
C 2.80945 -1.46064 0.10586
F 2.86998 -0.29534 -0.56026
F 2.93678 -2.41635 -0.80536
C 4.06996 -1.59757 1.01417
F 4.38703 -2.84984 1.15116
F 3.87245 -1.00803 2.19702
C 5.32268 -0.91399 0.35892
F 6.37379 -1.40233 0.96820
F 5.30646 0.37660 0.50059
F 5.44566 -1.25115 -0.89081
C 0.19221 -0.66320 2.80540
C -0.95089 -1.66409 3.04521
H 1.19538 4.12617 5.96569
H 0.41332 3.87871 4.43808
H -0.24856 3.15701 5.98793
H 2.40531 2.37667 4.58840
H 1.43894 2.05971 7.19964
H 1.49297 0.03545 5.02758
H 0.03905 0.72836 5.66143
H -3.12282 1.19612 5.05895
H 1.49160 2.44816 2.61267
H 1.98864 1.28514 0.83859
H -1.23217 -1.01675 0.42784
H -1.07568 0.69967 0.87636
H -1.08311 -0.01450 -1.56560
H 0.59441 -0.38690 -1.40709
H 0.33693 2.28371 -0.27260
H -0.91654 2.19786 -1.47750
H 2.17638 1.16936 -3.42374
H 0.98052 -1.10347 3.42851
H -0.52051 -2.66295 2.95420
H -1.76756 -1.59920 2.32989
H -1.36193 -1.58435 4.05295
F -1.51918 -2.37166 -1.69332
C -2.00210 -2.62675 -2.93491
C -3.25778 -3.18228 -3.06643
C -3.74931 -3.43711 -4.33844
C -2.97718 -3.14280 -5.45452
C -1.71423 -2.58812 -5.30067
C -1.22183 -2.32200 -4.03103
H -3.84053 -3.41160 -2.18339
H -4.73500 -3.86613 -4.45869
H -3.36146 -3.34646 -6.44523
H -1.11093 -2.36238 -6.16973
H -0.24220 -1.88185 -3.89038
F 2.12963 6.36599 5.60840
C 3.43755 6.23692 5.92611
C 4.27330 7.32942 5.81773
C 5.61343 7.18399 6.14704
C 6.09862 5.95147 6.56761
C 5.24227 4.86339 6.66553
C 3.89913 5.00795 6.34863
H 3.87774 8.27842 5.47972
H 6.28029 8.03266 6.07440
H 7.14526 5.84093 6.81920
H 5.61897 3.90192 6.98926
H 3.20922 4.17808 6.41727
F -2.75814 3.36162 -1.55633
C -2.65733 4.71362 -1.59553
C -1.47767 5.31100 -1.19763
C -1.37550 6.69408 -1.24366
C -2.45260 7.45565 -1.67542
C -3.63176 6.83465 -2.06692
C -3.73651 5.45242 -2.03261
H -0.65005 4.70034 -0.85799
H -0.45509 7.17688 -0.94298
H -2.37206 8.53439 -1.70749
H -4.47232 7.42785 -2.40091
H -4.64324 4.95246 -2.34183
F 1.97487 -9.52661 -1.10231
C 2.03845 -8.18298 -1.11355
C 3.18730 -7.55844 -0.66785
C 3.25207 -6.17281 -0.68508
C 2.16841 -5.43135 -1.13697
C 1.01994 -6.07535 -1.57774
C 0.95385 -7.46066 -1.57206
H 4.01817 -8.15428 -0.31283
H 4.14942 -5.67136 -0.34530
H 2.21890 -4.35378 -1.14621
H 0.17341 -5.49759 -1.92729
H 0.07107 -7.98117 -1.92022
F -6.45624 5.38277 -3.06957
C -7.60685 5.73888 -2.45294
C -7.66087 6.93467 -1.76592
C -8.84396 7.29806 -1.13903
C -9.94884 6.45975 -1.19924
C -9.87364 5.25869 -1.89133
C -8.69606 4.89529 -2.52837
H -6.78690 7.57133 -1.72382
H -8.90330 8.23599 -0.60310
H -10.86936 6.74383 -0.70631
H -10.73330 4.60332 -1.93566
H -8.62011 3.96734 -3.08017
F 2.60148 -10.81321 -8.34083
C 2.46634 -10.58886 -7.02104
C 3.43200 -9.85467 -6.36071
C 3.28804 -9.62064 -5.00068
C 2.19043 -10.12955 -4.31885
C 1.23206 -10.86958 -4.99836
C 1.36564 -11.09816 -6.36053
H 4.28388 -9.47349 -6.90874
H 4.03361 -9.04084 -4.47185
H 2.08335 -9.95042 -3.26035
H 0.37865 -11.27022 -4.46683
H 0.62547 -11.66553 -6.90955
*
```

Output
Kohn-Sham gap	0.22079	Eh
HOMO energy	-10.23	eV

These are the Mulliken partial charges, in e, on atoms 1 to 6: -1.20 0.13 -0.60 -1.58 2.14 0.07